(1)
{
  "formula": "C13H14F8IKNO3",
  "method": "ωB97M-V/def2-TZVPD",
  "total_charge": 1,
  "orbital_gap_ev": 8.85,
  "e_homo_ev": -12.48,
  "species": ["C", "C", "O", "O", "C", "C", "C", "C", "C", "C", "F", "F", "C", "F", "F", "C", "F", "F", "F", "C", "I", "N", "C", "O", "C", "F", "H", "H", "H", "H", "H", "H", "H", "H", "H", "H", "H", "H", "H", "H", "K"],
  "coordinates": [[-1.4566, 3.5118, -0.0221], [-0.2750, 3.7778, 0.8686], [0.5212, 4.6137, 0.5311], [-0.2057, 3.1065, 1.9879], [0.8947, 2.1617, 2.0422], [0.5984, 0.8484, 1.2837], [1.9380, 0.2100, 0.9501], [1.9670, -1.0547, 0.0401], [0.6542, -1.5306, -0.6336], [-0.2111, -2.3034, 0.3915], [0.1827, -2.1305, 1.6432], [0.0279, -3.6139, 0.1746], [-1.7658, -2.1928, 0.3602], [-2.2011, -3.2774, 0.9904], [-2.2973, -2.2678, -0.8524], [-2.4725, -1.0302, 1.1073], [-3.7602, -1.3052, 1.0391], [-2.1921, -0.9759, 2.3671], [-2.3264, 0.1497, 0.5347], [-0.0490, -0.5866, -1.6543], [1.0816, 1.1693, -2.3393], [-0.4401, -1.4084, -2.7816], [0.0110, -2.7386, -2.6199], [-0.4485, -3.7119, -3.0449], [1.2254, -2.5094, -1.7013], [2.0965, -1.8828, -2.5986], [-2.3124, 4.0843, 0.3375], [-1.2086, 3.7448, -1.0523], [-1.7487, 2.4641, 0.0157], [1.1820, 1.9617, 3.0688], [1.7613, 2.6317, 1.5672], [-0.0143, 1.1439, 0.4344], [-0.0354, 0.2725, 1.9548], [2.4148, -0.0471, 1.8998], [2.5786, 0.9817, 0.5208], [2.7410, -0.8705, -0.6997], [2.3653, -1.8712, 0.6397], [-0.9858, -0.1184, -1.3660], [-1.4283, -1.3753, -3.0018], [1.8114, -3.3581, -1.3703], [1.7819, 5.3273, -1.0125]],
  "forces_ev_per_angstrom": [[-0.218, -0.562, 0.350], [-1.744, -0.100, -0.950], [-0.219, -0.210, 1.926], [0.111, -1.097, 0.834], [0.879, -0.253, -0.544], [-0.291, 1.158, 0.864], [-0.130, -0.393, 0.145], [-0.088, 1.092, 0.954], [2.612, 0.625, -1.051], [-0.247, -0.533, -1.393], [0.145, 0.963, 1.104], [-0.034, -0.745, -0.469], [-0.041, -0.041, 0.990], [-0.146, -0.753, 0.883], [0.236, 0.475, -1.230], [-1.182, -0.840, -0.722], [-1.181, -0.291, -0.364], [1.209, 0.307, 1.525], [0.776, 1.015, -0.482], [-1.568, -0.007, -0.484], [0.073, -0.088, 0.001], [-0.326, -0.566, 0.425], [1.721, 2.949, 1.727], [-1.340, -2.614, -1.401], [-0.248, -1.244, -0.940], [0.274, 0.662, 0.478], [-0.002, 0.134, -0.128], [-0.105, 0.310, -0.003], [-0.011, 0.007, 0.156], [-0.410, 0.258, 0.223], [-0.048, 0.170, 0.096], [0.218, -0.321, -0.322], [0.101, -0.370, -0.172], [-0.008, -0.038, 0.001], [-0.054, -0.048, -0.197], [-0.306, -0.100, -0.353], [-0.257, -0.231, -0.050], [0.394, 0.205, 0.710], [0.124, 0.256, -0.325], [-0.600, -0.257, 0.411], [1.930, 1.115, -2.222]]
}

***

(2)
{
  "formula": "C2H5NO2P",
  "method": "ωB97M-V/def2-TZVPD",
  "e_above_lowest_kcal_mol": 52.7,
  "smiles": "[NH3+][C@H]1C(=O)P1O",
  "total_charge": 1,
  "orbital_gap_ev": 8.21,
  "e_homo_ev": -12.79,
  "species": ["C", "C", "N", "O", "O", "P", "H", "H", "H", "H", "H"],
  "coordinates": [[-0.6374, 1.1503, 0.2032], [0.2131, -0.0246, 0.2290], [1.4879, 0.2432, -0.4724], [-0.6650, 2.2884, -0.0080], [-2.1342, -1.3113, 0.7775], [-1.6266, -0.5477, -0.5716], [0.3322, -0.5443, 1.1798], [1.2629, 0.8699, -1.3358], [2.0753, -0.6416, -0.7434], [2.2939, 0.6252, 0.0983], [-2.6022, -2.1074, 0.6433]],
  "forces_ev_per_angstrom": [[-2.052, -3.564, -0.403], [-0.230, 0.472, 0.109], [3.073, -1.104, -1.607], [0.462, 1.759, -0.132], [1.036, 1.867, 0.025], [1.215, 1.374, 1.419], [-0.154, 0.071, -0.156], [1.085, -1.342, 1.733], [-2.060, 1.359, -0.310], [-1.541, 0.769, -0.302], [-0.835, -1.660, -0.378]]
}

***

(3)
{
  "formula": "C3H8N2S2",
  "method": "ωB97M-V/def2-TZVPD",
  "e_above_lowest_kcal_mol": 136.8,
  "total_charge": 0,
  "orbital_gap_ev": 8.60,
  "e_homo_ev": -8.49,
  "species": ["C", "C", "C", "H", "H", "H", "H", "H", "H", "H", "H", "N", "N", "S", "S"],
  "coordinates": [[-2.6401, 0.4901, 0.3609], [0.3868, -0.4590, 0.1122], [1.6401, 0.2771, -0.5503], [-2.8622, 1.2086, -0.5862], [-1.6579, 0.8489, 1.1037], [-3.5692, 0.2408, 1.1995], [-0.3181, -0.3121, -1.5534], [1.4516, 1.4093, -0.4703], [1.6503, -0.1094, -1.6553], [3.4026, -1.0138, -0.1860], [2.1865, 0.0068, 1.5771], [-0.6250, -0.8401, -0.7646], [2.8212, 0.1319, 0.2897], [-2.3259, -0.9963, -0.5220], [0.4592, -0.8828, 1.6451]],
  "forces_ev_per_angstrom": [[-0.448, 2.177, 1.999], [-0.366, -0.877, -1.321], [-0.763, 0.414, 0.325], [0.148, -0.745, 3.235], [-2.947, -1.058, -2.415], [2.476, 1.108, -2.831], [-0.935, 0.015, -1.598], [-0.355, -1.496, -0.676], [0.486, 0.896, 1.949], [-2.380, 4.084, 2.522], [1.557, -0.630, -3.968], [1.753, 1.437, 0.464], [0.860, -3.849, -0.175], [1.284, -1.419, 0.507], [-0.371, -0.058, 1.985]]
}

***

(4)
{
  "formula": "C3H10BO",
  "method": "ωB97M-V/def2-TZVPD",
  "e_above_lowest_kcal_mol": 29.0,
  "total_charge": -1,
  "orbital_gap_ev": 8.50,
  "e_homo_ev": -4.49,
  "species": ["B", "C", "C", "C", "O", "H", "H", "H", "H", "H", "H", "H", "H", "H", "H"],
  "coordinates": [[1.8615, -0.3504, 0.5302], [0.6702, -0.1253, -0.6240], [-0.6010, 0.4174, 0.0126], [-1.7742, -0.5567, 0.0184], [-1.0580, 1.6510, -0.6120], [2.9210, -0.6815, 0.0067], [1.9800, 0.7286, 1.1244], [1.4596, -1.2077, 1.3199], [1.0204, 0.5788, -1.3766], [0.4634, -1.0630, -1.1406], [-0.3688, 0.6601, 1.0475], [-1.8824, -1.0135, 0.9961], [-1.6258, -1.3368, -0.7194], [-2.6832, -0.0101, -0.2175], [-0.3826, 2.3091, -0.3658]],
  "forces_ev_per_angstrom": [[-0.542, 0.108, -0.455], [0.572, -0.147, 0.630], [0.058, -0.058, -0.105], [0.100, 0.293, -0.123], [0.274, 0.441, 0.247], [0.114, -0.068, 0.057], [0.139, 0.030, 0.078], [0.104, -0.061, 0.134], [0.002, 0.212, -0.187], [-0.075, -0.136, -0.201], [0.002, 0.159, 0.226], [-0.042, -0.180, 0.137], [-0.087, -0.185, -0.153], [-0.228, 0.016, 0.026], [-0.392, -0.424, -0.311]]
}

***

(5)
{
  "formula": "C12H15As2N3O8S7Tc",
  "method": "ωB97M-V/def2-TZVPD",
  "total_charge": 1,
  "orbital_gap_ev": [6.06, 6.05],
  "e_homo_ev": [-11.63, -11.63],
  "species": ["Tc", "O", "As", "O", "O", "C", "C", "C", "C", "C", "C", "S", "O", "O", "O", "H", "H", "H", "H", "H", "S", "As", "S", "S", "S", "C", "N", "C", "C", "O", "N", "C", "N", "H", "H", "H", "H", "H", "H", "H", "C", "O", "C", "S", "S", "H", "H", "H"],
  "coordinates": [[0.8656, 0.7968, 1.1620], [-1.8519, -0.9350, -0.7045], [-1.7348, -1.3352, 1.0121], [-3.2830, -1.4758, 1.4954], [-0.8201, -0.0896, 1.7907], [-0.6888, -2.9252, 1.1901], [-1.3270, -3.9956, 1.7890], [-0.6142, -5.1607, 2.0513], [0.7239, -5.2685, 1.7022], [1.3851, -4.2056, 1.1046], [0.6743, -3.0368, 0.8609], [1.6257, -1.6723, 0.3271], [2.7347, -2.1353, -0.4220], [0.7629, -0.6518, -0.3800], [1.9686, -0.8934, 1.5901], [-2.7567, -1.2310, -0.9031], [-2.3724, -3.9017, 2.0486], [-1.1107, -5.9911, 2.5381], [1.2657, -6.1839, 1.9031], [2.4322, -4.2750, 0.8332], [0.3787, 5.5775, 4.2668], [0.6116, 4.4646, 2.6197], [0.3665, 2.1831, 3.1073], [2.0733, 1.2525, 3.2359], [1.0443, 5.0838, 0.7455], [-2.9912, 2.1405, -2.5918], [-2.2921, 2.2476, -1.3169], [-2.8571, 2.7825, -0.0965], [-1.6762, 2.7055, 0.8356], [-1.6578, 3.2054, 1.9408], [-0.6257, 2.0456, 0.2040], [-1.0434, 1.8617, -1.0954], [-0.2643, 1.4556, -2.0835], [-4.0424, 2.3581, -2.4273], [-2.9167, 1.1261, -2.9872], [-2.6030, 2.8505, -3.3230], [-3.6723, 2.1724, 0.2928], [-3.1964, 3.8096, -0.2049], [0.6216, 1.0156, -1.8959], [-0.6851, 1.2468, -2.9714], [3.3944, -0.1673, -3.1784], [2.7032, 0.6305, -2.1670], [3.3806, 0.9710, -1.0922], [4.9042, 0.6461, -0.6827], [2.5342, 1.9435, 0.1356], [2.6748, -0.3006, -3.9790], [3.6894, -1.1170, -2.7517], [4.2674, 0.3754, -3.5278]],
  "forces_ev_per_angstrom": [[0.702, 0.701, 0.288], [-0.036, -0.011, -0.137], [-0.717, 0.464, 0.466], [0.597, -0.124, 0.086], [0.033, -0.129, -0.315], [0.625, 0.062, -0.054], [0.078, -0.054, -0.092], [0.080, -0.146, 0.013], [-0.099, -0.135, 0.074], [-0.113, 0.145, -0.133], [-0.407, -0.050, 0.192], [-0.046, 0.306, -0.032], [0.188, -0.084, -0.060], [0.242, -0.310, 0.166], [0.028, -0.286, -0.387], [0.066, 0.154, -0.063], [-0.061, -0.018, 0.041], [0.017, 0.029, -0.049], [-0.034, 0.031, 0.004], [-0.104, 0.012, 0.035], [-0.067, -0.324, 0.190], [0.073, 0.524, -0.338], [-0.436, 0.087, -0.120], [0.008, -0.047, -0.360], [0.047, -0.353, 0.042], [0.087, 0.016, 0.184], [-0.236, -0.004, -0.080], [0.102, -0.070, -0.128], [0.318, -0.033, -0.098], [0.016, -0.067, 0.095], [-0.537, -0.119, -0.317], [0.300, 0.213, 0.183], [-0.009, -0.137, 0.126], [-0.005, 0.003, 0.028], [0.002, -0.009, 0.036], [0.035, 0.026, 0.015], [-0.072, -0.085, 0.030], [0.002, 0.112, -0.016], [0.194, -0.054, 0.073], [-0.018, 0.000, -0.067], [-0.124, 0.276, 0.159], [-0.016, -0.019, -0.165], [-0.036, -0.334, 0.036], [0.071, 0.006, -0.067], [-0.758, -0.112, 0.338], [-0.034, 0.024, 0.042], [0.009, -0.136, 0.140], [0.044, 0.056, -0.003]]
}

***

(6)
{
  "formula": "C43H34ClP3S2Sn",
  "method": "ωB97M-V/def2-TZVPD",
  "e_above_lowest_kcal_mol": 0.4,
  "total_charge": 2,
  "orbital_gap_ev": 7.45,
  "e_homo_ev": -13.55,
  "species": ["Sn", "S", "P", "C", "P", "S", "C", "C", "C", "C", "C", "C", "C", "C", "C", "C", "C", "C", "C", "C", "C", "C", "C", "C", "C", "C", "C", "C", "C", "C", "H", "H", "H", "H", "H", "H", "H", "H", "H", "H", "H", "H", "H", "H", "H", "H", "H", "H", "H", "H", "Cl", "C", "C", "C", "C", "C", "C", "P", "C", "C", "C", "C", "C", "C", "C", "C", "C", "C", "C", "C", "H", "H", "H", "H", "H", "H", "H", "H", "H", "H", "H", "H", "H", "H"],
  "coordinates": [[0.5695, -0.1468, 0.2051], [-0.8190, 1.3573, 1.5138], [1.1285, 1.6591, 2.2528], [2.1469, 1.0310, 1.0328], [2.4389, 1.8837, -0.4382], [1.2313, 0.8778, -1.8469], [2.0142, 3.6210, -0.4979], [2.9708, 4.5656, -0.1207], [2.6320, 5.9078, -0.0877], [1.3521, 6.3117, -0.4441], [0.4015, 5.3762, -0.8266], [0.7265, 4.0298, -0.8492], [4.1481, 1.7731, -0.9524], [5.1336, 1.4565, -0.0255], [6.4661, 1.4543, -0.4183], [6.8046, 1.7434, -1.7310], [5.8161, 2.0535, -2.6618], [4.4898, 2.0785, -2.2704], [1.4400, 3.3340, 2.7888], [0.4707, 4.3280, 2.7200], [0.7656, 5.6076, 3.1692], [2.0226, 5.8862, 3.6823], [2.9921, 4.8909, 3.7502], [2.7058, 3.6133, 3.3067], [1.2919, 0.6305, 3.7186], [2.4182, -0.1670, 3.8939], [2.5876, -0.8683, 5.0802], [1.6360, -0.7765, 6.0832], [0.5051, 0.0164, 5.9077], [0.3342, 0.7213, 4.7302], [3.9757, 4.2585, 0.1401], [3.3716, 6.6417, 0.2024], [1.0986, 7.3634, -0.4342], [-0.5899, 5.6964, -1.1176], [-0.0116, 3.3017, -1.1587], [4.8520, 1.2228, 0.9938], [7.2404, 1.2271, 0.3024], [7.8430, 1.7381, -2.0334], [6.0834, 2.2869, -3.6830], [3.7247, 2.3403, -2.9933], [-0.5105, 4.1120, 2.3141], [0.0128, 6.3822, 3.1194], [2.2502, 6.8822, 4.0372], [3.9683, 5.1134, 4.1589], [3.4581, 2.8355, 3.3747], [3.1643, -0.2139, 3.1096], [3.4694, -1.4791, 5.2215], [1.7751, -1.3145, 7.0112], [-0.2339, 0.0915, 6.6933], [-0.5455, 1.3428, 4.6035], [-1.6791, -1.3670, -1.1894], [-1.4086, -3.0965, -0.9755], [-2.3975, -3.9276, -1.4648], [-2.2353, -5.2994, -1.3289], [-1.1073, -5.8202, -0.7103], [-0.1347, -4.9696, -0.2174], [-0.2642, -3.5826, -0.3482], [1.0590, -2.5766, 0.3295], [1.4112, -3.1827, 1.9632], [2.5787, -3.8898, 2.2422], [2.7468, -4.4380, 3.5067], [1.7628, -4.2748, 4.4704], [0.6043, -3.5574, 4.1924], [0.4252, -3.0059, 2.9379], [2.4525, -2.6044, -0.7938], [2.2701, -3.1037, -2.0855], [3.3034, -3.0203, -3.0044], [4.5104, -2.4432, -2.6344], [4.6917, -1.9440, -1.3516], [3.6640, -2.0124, -0.4256], [-3.2731, -3.5115, -1.9411], [-3.0016, -5.9613, -1.7086], [-0.9870, -6.8890, -0.6059], [0.7364, -5.3813, 0.2783], [3.3377, -4.0309, 1.4853], [3.6436, -4.9975, 3.7331], [1.8997, -4.7105, 5.4513], [-0.1545, -3.4290, 4.9514], [-0.4791, -2.4467, 2.7205], [1.3316, -3.5580, -2.3742], [3.1661, -3.4077, -4.0040], [5.3200, -2.3846, -3.3494], [5.6342, -1.4891, -1.0772], [3.8001, -1.5927, 0.5638]],
  "forces_ev_per_angstrom": [[-0.040, 0.040, 0.081], [-0.406, -0.103, 0.210], [0.520, 0.114, 0.441], [0.135, 0.044, -0.034], [0.357, 0.152, 0.004], [0.061, -0.032, -0.312], [-0.141, 0.123, -0.012], [-0.018, -0.026, 0.022], [-0.003, 0.010, 0.007], [0.007, 0.010, 0.006], [-0.002, -0.013, 0.000], [0.037, -0.015, 0.016], [-0.005, -0.056, -0.159], [-0.004, -0.005, 0.018], [0.018, -0.046, 0.056], [-0.043, 0.032, -0.068], [0.041, -0.015, 0.095], [-0.030, 0.010, -0.054], [-0.300, 0.186, -0.120], [-0.045, 0.000, -0.062], [0.025, -0.021, 0.001], [0.003, -0.013, -0.005], [-0.004, 0.043, 0.010], [0.022, -0.065, 0.031], [-0.098, -0.017, 0.080], [0.058, 0.034, -0.031], [0.042, -0.002, -0.018], [-0.049, 0.057, -0.010], [0.069, -0.048, 0.006], [-0.060, -0.012, -0.039], [0.016, -0.016, -0.002], [0.008, 0.000, 0.001], [-0.002, 0.010, 0.002], [-0.004, -0.004, -0.003], [-0.010, 0.005, 0.002], [0.005, -0.015, 0.019], [-0.001, -0.006, 0.005], [0.015, -0.004, 0.000], [0.004, -0.001, -0.011], [-0.017, -0.012, 0.015], [0.008, 0.001, -0.009], [-0.010, 0.004, 0.002], [0.006, 0.011, 0.007], [0.012, -0.006, 0.000], [0.000, -0.013, -0.007], [-0.009, -0.028, 0.004], [0.005, -0.001, 0.003], [0.004, -0.015, 0.019], [-0.008, 0.003, 0.011], [0.012, 0.008, -0.021], [-0.027, -0.138, -0.051], [-0.031, 0.329, -0.034], [0.118, -0.141, 0.071], [-0.044, 0.035, -0.031], [0.015, 0.001, 0.004], [0.010, 0.021, 0.021], [-0.159, -0.057, -0.007], [-0.128, -0.371, -0.368], [0.086, 0.089, 0.140], [-0.056, -0.017, 0.054], [-0.019, 0.049, -0.041], [0.015, -0.027, 0.042], [0.014, -0.006, -0.056], [0.036, 0.019, 0.037], [0.008, -0.161, -0.012], [0.009, 0.000, 0.011], [0.019, 0.031, 0.069], [0.015, -0.033, -0.049], [-0.007, 0.057, 0.044], [-0.019, 0.066, -0.031], [-0.014, 0.010, -0.006], [-0.001, -0.011, -0.001], [-0.007, -0.012, 0.000], [0.005, 0.001, 0.008], [0.027, 0.009, -0.051], [0.011, -0.014, 0.005], [-0.005, -0.005, 0.009], [-0.009, 0.000, 0.012], [-0.017, 0.001, -0.018], [-0.011, -0.005, -0.003], [0.002, -0.011, -0.014], [-0.004, 0.006, -0.012], [-0.008, 0.007, 0.019], [-0.007, -0.006, 0.047]]
}

***

- What is the formula in the fourth record?
  C3H10BO